{
  "formula": "C56H132AsF6N7O3",
  "method": "ωB97M-V/def2-TZVPD",
  "elements": ["As", "F", "F", "F", "F", "F", "F", "C", "C", "N", "C", "C", "C", "C", "C", "O", "C", "H", "H", "H", "H", "H", "H", "H", "H", "H", "H", "H", "H", "H", "H", "H", "H", "H", "H", "H", "H", "C", "C", "N", "C", "C", "C", "C", "C", "O", "C", "H", "H", "H", "H", "H", "H", "H", "H", "H", "H", "H", "H", "H", "H", "H", "H", "H", "H", "H", "H", "C", "C", "N", "C", "C", "C", "C", "C", "O", "C", "H", "H", "H", "H", "H", "H", "H", "H", "H", "H", "H", "H", "H", "H", "H", "H", "H", "H", "H", "H", "C", "C", "C", "N", "C", "C", "C", "C", "C", "H", "H", "H", "H", "H", "H", "H", "H", "H", "H", "H", "H", "H", "H", "H", "H", "H", "H", "C", "C", "C", "N", "C", "C", "C", "C", "C", "H", "H", "H", "H", "H", "H", "H", "H", "H", "H", "H", "H", "H", "H", "H", "H", "H", "H", "C", "C", "C", "N", "C", "C", "C", "C", "C", "H", "H", "H", "H", "H", "H", "H", "H", "H", "H", "H", "H", "H", "H", "H", "H", "H", "H", "C", "C", "C", "N", "C", "C", "C", "C", "C", "H", "H", "H", "H", "H", "H", "H", "H", "H", "H", "H", "H", "H", "H", "H", "H", "H", "H"],
  "positions_angstrom": [[0.2530, -0.8733, 0.3534], [-1.4786, -0.5834, 0.3489], [0.0658, -2.5650, -0.0642], [2.0060, -0.9910, 0.1937], [0.5274, 0.8029, 0.8420], [0.2624, -1.3212, 2.0518], [0.2124, -0.4716, -1.3689], [-0.8387, -6.5382, 2.3893], [-2.2399, -6.0719, 2.8204], [-2.7761, -4.8090, 2.1527], [-1.9483, -3.6453, 2.6176], [-2.5018, -4.9355, 0.6421], [-3.4757, -5.9213, -0.0583], [-4.2559, -4.7171, 2.4834], [-5.0258, -3.4583, 2.1780], [-4.7496, -2.8536, 0.9133], [-5.2434, -1.5117, 0.8784], [-0.1725, -5.7157, 2.1257], [-0.9477, -7.1677, 1.5035], [-0.3057, -7.2067, 3.0645], [-2.3984, -5.9392, 3.8894], [-2.9347, -6.8570, 2.5261], [-2.1805, -3.4827, 3.6704], [-2.0607, -2.7472, 2.0158], [-0.8738, -3.8255, 2.6198], [-1.4768, -5.2574, 0.4905], [-2.6229, -3.9246, 0.2678], [-3.2700, -5.9831, -1.1259], [-4.4715, -5.4910, 0.0193], [-3.3919, -6.9143, 0.3758], [-4.3099, -4.8567, 3.5654], [-4.7001, -5.6132, 2.0608], [-4.9252, -2.6661, 2.9257], [-6.0798, -3.7496, 2.2376], [-6.3200, -1.5908, 1.0598], [-5.1994, -1.1857, -0.1607], [-4.7499, -0.8232, 1.5603], [3.5484, 6.9898, 0.3849], [3.9005, 6.0871, -0.7813], [5.4502, 5.9270, -0.9368], [5.6240, 5.0214, -2.1334], [6.0778, 7.3096, -1.1378], [5.7326, 7.9489, -2.4796], [6.0335, 5.3103, 0.3057], [5.9281, 3.8136, 0.5038], [4.5740, 3.4003, 0.4188], [4.1740, 2.2539, 1.1215], [2.4725, 7.1480, 0.4882], [3.8547, 8.0172, 0.1831], [3.8973, 6.7342, 1.3829], [3.5539, 6.5377, -1.7075], [3.5545, 5.0611, -0.7024], [6.6653, 4.7288, -2.2634], [5.3194, 5.5523, -3.0288], [5.0227, 4.1341, -1.9528], [7.1486, 7.1886, -0.9810], [5.7616, 8.0013, -0.3612], [4.6504, 7.9926, -2.6249], [6.1498, 7.3909, -3.3170], [6.0408, 8.9849, -2.6081], [5.7516, 5.8251, 1.2179], [7.0984, 5.4918, 0.1338], [6.3072, 3.6017, 1.5087], [6.5468, 3.2189, -0.1767], [3.9633, 2.3325, 2.1936], [4.8351, 1.3940, 0.9868], [3.2020, 2.0142, 0.6846], [-2.5775, -2.1835, -6.3734], [-3.1203, -2.7833, -5.0840], [-2.2928, -2.4004, -3.8346], [-3.0926, -2.8573, -2.6555], [-0.8753, -2.8980, -3.7471], [-0.7596, -4.3696, -3.3034], [-2.1848, -0.8622, -3.7288], [-3.5062, -0.1202, -3.9500], [-4.3494, -0.3628, -2.8098], [-5.7090, -0.1382, -3.0865], [-2.6174, -1.1049, -6.4974], [-3.2091, -2.6414, -7.1402], [-1.5900, -2.5726, -6.6233], [-2.9355, -3.8536, -5.1745], [-4.1835, -2.6050, -4.9637], [-4.1452, -2.6365, -2.8029], [-2.8436, -2.4487, -1.6778], [-3.1224, -3.9450, -2.5845], [-0.3245, -2.3455, -2.9847], [-0.4471, -2.6770, -4.7237], [0.2820, -4.6557, -3.4479], [-1.3539, -4.9907, -3.9718], [-1.0019, -4.4373, -2.2474], [-1.5603, -0.5763, -4.5754], [-1.7762, -0.6141, -2.7538], [-4.0229, -0.4225, -4.8590], [-3.3614, 0.9612, -3.8790], [-6.3680, -0.3457, -2.2388], [-6.1587, -0.7972, -3.8407], [-6.0362, 0.8558, -3.4146], [-7.3530, 6.7973, 1.9841], [-7.7498, 5.5142, 1.2454], [-6.6497, 5.1567, 0.2357], [-6.6602, 3.6688, -0.1278], [-8.0563, 3.3304, -0.6119], [-5.6453, 3.3515, -1.2270], [-4.5102, 2.6036, -0.5168], [-5.2887, 1.8182, 0.5528], [-6.2709, 2.8630, 1.1093], [-6.4445, 6.6574, 2.5769], [-8.1815, 7.1462, 2.5903], [-7.0048, 7.4999, 1.2221], [-8.6617, 5.7574, 0.7021], [-7.9192, 4.7186, 1.9716], [-5.6504, 5.4480, 0.5618], [-6.8350, 5.7256, -0.6766], [-8.3439, 4.0417, -1.3803], [-8.7028, 3.2627, 0.2563], [-8.0353, 2.3357, -1.0573], [-6.1705, 2.7481, -1.9644], [-5.3380, 4.2597, -1.7410], [-4.0514, 1.8398, -1.1435], [-3.7704, 3.2929, -0.1121], [-5.9125, 1.1233, -0.0140], [-4.7212, 1.3087, 1.3230], [-7.1514, 2.5073, 1.6371], [-5.8098, 3.6098, 1.7552], [5.7803, -4.4589, -0.9751], [5.0781, -4.2048, 0.3418], [4.4283, -5.4337, 0.9823], [3.5628, -5.1568, 2.2024], [2.4954, -4.1604, 1.8394], [4.3935, -4.6504, 3.3820], [3.6018, -5.0622, 4.5997], [2.9297, -6.3801, 4.1880], [3.0257, -6.5054, 2.6688], [6.1084, -3.5494, -1.4699], [5.2107, -5.0481, -1.7034], [6.5895, -5.1778, -0.8189], [4.3514, -3.3925, 0.2351], [5.8007, -3.8658, 1.0906], [5.2461, -6.0783, 1.3008], [3.8063, -5.9390, 0.2429], [1.7756, -4.1264, 2.6546], [2.0459, -4.4435, 0.8886], [2.8674, -3.1501, 1.6836], [4.5850, -3.5848, 3.3006], [5.3178, -5.2282, 3.3370], [2.8166, -4.3185, 4.7589], [4.1799, -5.1461, 5.5149], [1.8785, -6.4955, 4.4532], [3.4117, -7.2370, 4.6588], [2.0666, -6.6697, 2.1816], [3.6803, -7.3146, 2.3532], [1.6058, 2.4951, -2.8147], [2.6534, 1.5851, -2.1884], [3.6645, 1.0710, -3.2072], [4.4281, -0.1895, -2.8100], [5.2136, 0.1247, -1.5490], [3.4230, -1.3441, -2.6377], [3.7807, -2.3457, -3.7199], [4.4651, -1.5257, -4.8322], [5.3515, -0.6419, -3.9607], [1.3621, 2.2861, -3.8562], [1.8537, 3.5489, -2.6916], [0.6692, 2.3213, -2.2790], [2.1304, 0.8009, -1.6274], [3.2111, 2.0992, -1.4024], [4.4122, 1.8436, -3.3875], [3.2015, 0.7622, -4.1439], [4.4602, 0.3408, -0.7996], [5.8415, 0.9901, -1.7411], [5.7609, -0.7934, -1.3518], [3.6209, -1.7401, -1.6428], [2.3874, -1.0204, -2.6473], [4.4596, -3.1661, -3.4877], [2.9270, -2.8835, -4.1386], [4.9844, -2.1618, -5.5425], [3.8253, -0.8245, -5.3716], [6.1003, -1.2911, -3.5082], [5.7366, 0.2868, -4.3721], [1.4200, 4.3280, 1.1526], [0.5458, 3.8977, 2.3480], [0.9388, 2.7218, 3.2126], [-0.1785, 2.2252, 4.1481], [-0.4560, 3.3552, 5.1040], [0.2798, 0.9114, 4.8035], [-1.0132, 0.3718, 5.3453], [-2.0497, 0.5889, 4.2518], [-1.4706, 1.7826, 3.4405], [2.3669, 4.7425, 1.5031], [0.9547, 5.1989, 0.6920], [1.5908, 3.5113, 0.4526], [-0.4764, 3.8132, 1.9639], [0.4810, 4.8234, 2.9263], [1.7083, 3.0024, 3.9339], [1.2985, 1.8440, 2.6824], [-1.3069, 3.1469, 5.7465], [-0.7487, 4.1965, 4.4781], [0.4409, 3.6615, 5.6357], [1.1003, 1.1284, 5.4835], [0.6546, 0.3524, 3.9451], [-1.2980, 0.9565, 6.2204], [-0.8385, -0.6494, 5.6843], [-3.0295, 0.7953, 4.6755], [-2.1628, -0.2229, 3.5324], [-2.1168, 2.6575, 3.4923], [-1.3075, 1.5013, 2.4021]],
  "forces_ev_per_angstrom": [[0.1966, 0.6957, -0.4670], [0.6111, -0.4146, 0.3943], [-0.0473, 0.4444, 0.1833], [-0.5543, -0.3760, 0.3567], [-0.3288, -0.5985, -0.4149], [-0.0010, 0.0814, -0.6116], [0.0652, -0.0417, 0.5446], [-0.1593, 0.0100, -0.6541], [-0.3567, -0.7065, 0.2367], [1.7208, -0.0712, -1.1069], [-0.0531, 0.2336, 0.9717], [-1.1572, -0.3747, -0.5358], [0.4788, 1.1317, 0.4720], [0.6315, -0.3061, 0.5680], [-0.3851, 1.0032, -0.4784], [0.6859, -0.1588, 0.2965], [-1.1271, -1.1563, -0.8670], [0.0253, 0.0027, 0.1506], [0.0338, 0.2039, -0.1635], [-0.4590, 0.2903, 0.6185], [0.3655, 0.1289, 0.0585], [-0.0954, 0.0100, 0.1173], [-0.2891, 0.2670, -0.0670], [-0.6296, -0.1079, -0.0413], [-0.1707, -0.6196, -0.3848], [0.0612, 0.1795, 0.3099], [-0.0506, -0.0063, -0.1702], [0.3091, -0.0514, 0.0573], [-0.1813, -0.4323, -0.0257], [-0.2784, -0.1018, -0.1128], [-0.0145, 0.0334, 0.0181], [-0.0527, 0.1546, -0.1806], [0.4275, -0.2909, 0.3517], [-0.0810, -0.0545, -0.0651], [-0.0302, 0.4723, 0.4684], [0.5643, 0.1348, 0.0678], [0.1620, -0.1697, 0.1211], [-0.5835, 0.9309, -0.0277], [0.8638, 0.1650, 0.4476], [-1.7257, 0.2202, 0.0221], [0.4872, 0.2676, 0.3571], [0.4745, 0.6168, -0.4678], [-0.4140, -0.5327, -0.4180], [1.5896, -0.1813, -0.5978], [-0.4363, -0.5160, 0.4478], [-0.1291, 0.3128, 0.0578], [-0.7485, -0.7162, -0.2043], [-0.0973, -0.5263, -0.2470], [0.2723, -0.0806, 0.0351], [0.1853, -0.3293, -0.1638], [-0.0063, -0.1283, -0.0372], [-0.2248, 0.1251, 0.1544], [0.0943, 0.1655, 0.1968], [-0.2309, -0.0805, 0.0924], [-0.0756, 0.0519, -0.0772], [0.0537, -0.1098, -0.3200], [-0.1842, -0.5007, 0.3253], [-0.0057, -0.0566, 0.0169], [0.0988, 0.1419, -0.0150], [0.4000, -0.0746, 0.5163], [-0.3066, 0.3183, -0.3212], [0.0878, -0.0222, 0.5338], [0.1369, 0.1796, -0.0077], [-0.0289, 0.2013, -0.1953], [0.5241, 0.6869, 0.0760], [0.2095, 0.1395, -0.0390], [0.0649, -0.3292, 0.0343], [-0.2955, -0.7283, -0.3544], [2.1020, -0.5261, -0.5829], [-1.4723, 1.8339, 1.6019], [-1.2709, -1.1752, 0.3190], [0.1598, -0.9598, -0.0146], [0.1865, 0.8866, -1.1240], [-0.9780, -0.0625, -1.1323], [-0.3936, -0.1615, 1.6175], [-0.4426, -0.0642, -0.0964], [-1.8519, -0.2021, -0.2578], [-0.0482, -0.0035, 0.1276], [-0.0432, 0.3100, -0.1376], [0.1295, 0.2446, 0.1778], [-0.4376, -0.1207, 0.1389], [0.1318, 0.1835, 0.5492], [0.1728, 0.4591, -0.1941], [0.6588, 0.2944, -0.3096], [0.5719, 0.0119, -0.1956], [-0.4322, 0.5792, -0.1354], [0.1643, -0.2654, 0.0363], [-0.0043, -0.0797, 0.0737], [-0.0951, -0.3668, 0.4158], [-0.1446, -0.3451, -0.0685], [0.4286, 0.0967, 0.3727], [0.2520, -0.0894, -0.0799], [0.0995, 0.2393, -0.1440], [0.5593, -0.0226, -0.8979], [0.6673, -0.0765, 0.5124], [0.6240, -0.2157, -0.2692], [0.8497, 0.3202, -0.0374], [0.8543, -0.4122, -0.6100], [0.5787, 0.5126, 0.1445], [-0.6363, 0.0641, -0.2235], [-0.5241, 0.6877, -0.2097], [0.5941, -0.7391, 0.1817], [0.1958, 0.0075, 0.2892], [-0.5711, -0.6709, 0.1378], [-0.9932, 1.0880, -0.0922], [0.5486, 0.3714, -0.3827], [-0.2840, -0.2208, 0.3817], [0.1556, 0.3618, -0.0423], [-0.6201, 0.4915, 0.1870], [-0.1585, -0.4525, 0.0699], [-0.1715, -0.0732, -0.1055], [0.0616, -0.3933, 0.2220], [0.0227, -0.2141, -0.1503], [-0.2112, 0.1341, 0.2186], [-0.2706, 0.5034, -0.1991], [0.1101, 0.0059, 0.0033], [0.1588, -0.1985, 0.1019], [-0.0479, 0.1359, 0.2460], [0.2990, 0.4208, -0.3457], [0.0437, -0.0766, 0.0411], [0.1845, -0.4708, 0.2564], [0.1163, 0.0467, -0.0498], [-0.0471, -0.2333, -0.2767], [0.3029, -0.3248, 0.1621], [0.0246, -1.5453, -0.2316], [-0.3738, 0.6003, 0.9070], [0.3405, 0.4776, -0.6753], [1.0401, 0.3498, -0.9482], [-0.1883, -0.3437, 0.1831], [0.2214, -0.7687, -0.1020], [-1.2126, 0.2202, -0.1969], [-0.2221, -1.0006, 0.1769], [-0.3393, 0.5036, 0.2157], [0.2915, -0.0103, 0.1828], [-0.6107, 0.4268, 0.1097], [0.5088, 0.6048, 0.0562], [-0.0544, -0.0989, -0.0865], [0.1432, 0.3053, -0.2484], [-0.2744, -0.3255, 0.0691], [-0.1108, -0.2065, 0.2047], [-0.1357, -0.1021, -0.1168], [-0.2100, -0.2872, 0.1869], [0.4305, -0.1698, 0.2787], [0.0350, -0.0423, -0.1737], [0.1361, 0.2377, -0.0352], [0.1208, 0.0707, 0.2783], [0.1586, 0.0398, -0.1181], [0.0681, 0.4718, 0.3912], [0.1347, 0.0552, -0.0746], [-0.0058, 0.0851, -0.0410], [0.2883, 0.3120, -0.0976], [-0.5904, 0.1561, 0.4396], [0.2913, -0.4732, 0.4377], [0.0976, -0.6854, -0.2576], [-0.5054, 0.5602, 0.0564], [-0.9914, -0.8915, -1.0619], [1.2375, -0.7319, 0.7903], [-0.5273, -0.3587, -1.7458], [-0.0465, 0.9302, 0.6905], [-0.3011, -0.0905, 0.4669], [0.3632, -0.0044, -0.0828], [0.0116, 0.0056, -0.2732], [0.0072, 0.2228, 0.0409], [0.2515, -0.1790, -0.4886], [-0.0622, 0.3210, -0.1510], [0.0292, -0.0809, -0.2748], [-0.1778, 0.4697, -0.0435], [0.2292, -0.0741, 0.2525], [0.1865, -0.1290, 0.0165], [0.2955, 0.2801, 0.4444], [-0.2032, -0.0556, 0.0510], [0.1368, 0.3670, -0.2330], [0.1856, 0.3148, 0.7526], [-0.2915, 0.2885, 0.2249], [0.2321, 0.1947, 0.0132], [-0.4294, -0.5521, -0.2066], [0.3582, 0.4474, 0.0554], [0.3798, -0.2932, -0.2843], [0.2958, -0.2068, 0.7915], [-0.7369, 1.3229, -0.5583], [-0.0267, -0.2608, 0.6767], [0.4444, -0.2194, -0.7497], [-0.4995, 0.1495, -0.5729], [-0.1613, 1.2913, -0.7743], [0.4292, -0.5013, 0.7600], [0.3972, 0.3738, -0.5948], [-0.4402, 0.6924, 0.7121], [0.2133, -0.4536, 0.0146], [-0.2984, -0.3262, -0.2966], [-0.0284, 0.1782, -0.1920], [0.0354, -0.5339, 0.0156], [0.0863, -0.2520, 0.4253], [0.2268, 0.0823, -0.2192], [-0.1998, 0.1187, -0.3205], [0.2472, -0.2605, 0.2049], [-0.0563, -0.0031, 0.1038], [0.0047, -0.4039, 0.2100], [-0.1801, -0.0822, 0.2477], [-0.0242, -0.3328, 0.1935], [0.0256, -0.1790, 0.1239], [-0.3977, -0.0598, -0.0723], [0.0095, 0.1205, -0.0394], [0.1441, -0.2902, 0.3166], [-0.0976, -0.0863, -0.2832], [0.4961, 0.1801, 0.0943]],
  "mulliken_charge": [2.187, -0.538, -0.551, -0.471, -0.377, -0.525, -0.415, -0.736, -0.752, 0.629, -0.348, 0.050, -1.733, -1.011, -0.960, -0.117, -0.394, -0.176, 0.404, 0.536, 0.604, 0.504, 0.585, 0.074, -0.293, 0.596, -0.144, 0.438, 0.375, 0.396, 0.420, 0.670, 0.491, 0.488, 0.458, -0.288, 0.333, -1.546, 0.336, 0.317, -0.934, -0.382, -1.209, -0.873, -0.783, 0.235, -1.106, 0.447, 0.420, 0.371, 0.523, -0.339, 0.397, 0.469, 0.055, 0.445, 0.409, 0.329, 0.338, 0.418, 0.389, 0.465, 0.580, 0.313, 0.454, 0.576, 0.031, -1.265, -0.401, 0.548, -1.544, -0.117, -1.395, -0.226, -1.450, 0.155, -1.128, 0.301, 0.461, 0.355, 0.437, 0.528, 0.357, 0.445, 0.634, -0.191, 0.634, 0.503, 0.316, 0.174, 0.640, -0.043, 0.475, 0.485, 0.344, 0.442, 0.400, -1.463, -0.110, -1.190, 0.313, -0.983, -0.745, -0.156, 0.417, -1.181, 0.360, 0.390, 0.365, 0.421, 0.318, 0.493, 0.553, 0.363, 0.380, 0.449, 0.182, 0.358, -0.049, 0.424, -0.039, 0.304, 0.341, 0.439, -1.626, 0.676, -1.027, 0.575, -1.902, -0.609, -0.751, -0.545, -0.518, 0.384, 0.350, 0.470, -0.356, 0.331, 0.524, 0.450, 0.476, 0.525, 0.489, 0.379, 0.501, 0.247, 0.454, 0.225, 0.432, 0.281, 0.411, -1.790, 3.469, -1.426, 0.584, -0.742, 0.663, -0.338, -0.845, -0.519, 0.429, 0.288, 0.399, -1.232, -1.288, 0.413, 0.484, -0.028, 0.412, 0.368, -0.409, -0.167, 0.172, 0.300, 0.520, 0.267, 0.500, 0.338, -0.950, -0.611, -0.369, 0.350, -1.000, -0.202, -0.956, 0.238, -0.474, 0.235, 0.539, -0.262, 0.459, 0.564, 0.512, -0.106, 0.380, 0.442, 0.328, 0.415, 0.073, 0.345, 0.575, 0.441, -0.365, 0.382, -0.037],
  "total_charge": 6,
  "lumo_ev": -10.711,
  "homo_energy_ha": -0.7804,
  "orbital_gap_ev": 10.526,
  "relative_energy_kcal_mol": 24.2,
  "spin_multiplicity": 1
}